No. 1
Entry from OMol25: C12H24BBrIO3Tl as an isolated structure in a non-equilibrium geometry (ωB97M-V with the def2-TZVPD basis set).

Computed properties:
Frontier orbital gap   0.1577 hartree
Total charge   +2
E   -102469.59420 eV

The geometry in XYZ format:
```
43
Properties=species:S:1:pos:R:3:forces:R:3:lowdin_charge:R:1
C 1.8267 2.7017 1.9103 0.13 -0.03 -0.19 -0.05
C 0.6082 2.2219 1.1341 0.23 0.09 -0.16 -0.29
O -0.2134 1.4298 1.9640 -0.29 -0.26 -0.06 -0.16
C -1.5823 1.4538 1.6425 0.27 0.17 0.56 -0.25
C -2.3624 0.4035 2.4085 -0.43 0.07 -0.14 -0.15
C -2.3161 -1.0258 1.8702 0.40 0.09 0.04 -0.17
C -1.0176 -1.7877 2.2252 -0.33 -0.18 -0.01 -0.17
C -0.3420 -2.5104 1.0494 0.10 0.03 0.08 -0.14
C 0.8887 -1.8528 0.4579 -0.22 -0.28 -0.45 -0.70
Br 2.0816 -0.9993 1.7105 0.02 0.06 0.18 1.05
C 1.7642 -2.7025 -0.4552 0.02 -0.08 0.17 -0.09
O 2.4246 -1.7101 -1.2733 -0.39 -0.22 -0.83 0.16
B 1.5048 -0.7142 -1.4252 0.55 -0.34 2.60 -0.75
C 0.9108 -0.8342 -3.1125 -0.24 0.57 -1.93 0.12
C -0.0833 0.2384 -3.4360 -0.09 0.00 0.50 -0.40
C 0.3969 1.6698 -3.2786 0.11 -0.10 -0.17 -0.69
I -0.9361 2.9783 -4.3075 -0.09 0.05 0.13 0.98
O 0.4754 -0.8161 -0.5129 0.06 0.35 -0.09 0.06
H 2.7238 2.6567 1.2914 -0.02 0.06 -0.02 0.08
H 1.7151 3.7288 2.2487 -0.07 -0.06 0.16 0.09
H 1.9922 2.0505 2.7665 -0.05 0.05 0.05 0.08
H 0.9421 1.6104 0.2702 -0.16 0.03 0.10 0.08
H 0.0415 3.0694 0.7298 -0.04 0.05 0.05 0.13
H -1.7097 1.2996 0.5495 0.10 -0.08 0.18 -0.05
H -2.0018 2.4423 1.8643 0.08 0.08 -0.11 0.14
H -3.4023 0.7424 2.3938 -0.02 -0.04 0.06 0.13
H -2.0563 0.4284 3.4563 0.05 0.05 -0.02 0.14
H -3.1720 -1.5684 2.2689 -0.03 -0.02 -0.07 0.12
H -2.4554 -1.0054 0.7790 -0.01 0.00 -0.02 0.08
H -0.3287 -1.1070 2.7184 0.10 0.00 -0.08 0.07
H -1.2585 -2.5514 2.9638 0.00 0.06 0.05 0.13
H -0.0730 -3.5327 1.3231 0.13 0.06 0.08 0.14
H -1.0455 -2.6014 0.2167 -0.01 -0.12 -0.01 0.13
H 1.1599 -3.3264 -1.1296 0.00 0.02 -0.01 0.17
H 2.4907 -3.3417 0.0391 0.08 0.16 0.08 0.16
H 1.9120 0.4688 -1.5064 -0.31 -0.25 -1.06 0.26
H 1.8099 -0.7707 -3.7232 0.19 0.06 0.30 0.15
H 0.5121 -1.8491 -3.1275 0.09 -0.04 0.52 0.15
H -0.3352 0.0649 -4.4949 0.08 -0.18 -0.04 0.15
H -1.0535 0.1008 -2.8866 1.61 -0.83 -1.31 -0.10
H 1.3933 1.7932 -3.6972 -0.02 0.10 -0.07 0.08
H 0.4220 2.0005 -2.2365 0.07 -0.10 0.03 0.03
Tl -2.2511 1.0531 -1.6488 -1.67 0.97 0.92 1.13
```
Positions in Å, forces in eV/Å.

***

No. 2
Entry from OMol25: C45H50B2N12O4SY as an isolated structure in a non-equilibrium geometry (ωB97M-V with the def2-TZVPD basis set).

Computed properties:
Frontier orbital gap   0.2321 hartree
Total charge   -1
E   -86792.49027 eV

The geometry in XYZ format:
```
115
Properties=species:S:1:pos:R:3:forces:R:3:lowdin_charge:R:1
Y -0.6056 -0.1617 0.1991 -0.16 -0.64 0.70 1.52
C 2.1202 1.8226 5.0800 0.06 0.00 -0.01 -0.03
C 2.2162 1.3698 3.6599 -0.07 0.00 0.03 -0.27
C 3.3352 1.2599 2.8705 0.05 0.05 0.07 0.01
C 2.8756 0.7957 1.6300 0.09 -0.04 -0.25 -0.24
N 1.5469 0.6392 1.6549 0.08 0.09 0.15 0.08
N 1.1573 0.9889 2.9184 -0.05 -0.07 -0.14 0.03
B -0.2748 0.7714 3.4640 -0.03 -0.03 -0.02 -0.51
N -0.6480 -0.7257 3.3651 0.16 0.23 0.03 0.04
N -0.3236 -1.4713 2.2799 -0.17 -0.14 0.21 0.03
C -0.6961 -2.7182 2.5549 0.08 -0.05 -0.14 -0.24
C -1.2505 -2.7867 3.8374 -0.01 -0.04 0.04 0.03
C -1.2162 -1.4974 4.3144 0.02 0.04 -0.03 -0.26
C -1.7458 -0.9827 5.6094 0.02 -0.04 0.02 -0.02
C -0.5374 -3.8473 1.6267 -0.02 0.03 0.18 -0.11
C -0.2075 -5.1014 2.1368 0.02 -0.11 -0.02 -0.04
C -0.1105 -6.2143 1.3167 0.00 0.07 0.05 -0.10
C -0.3531 -6.0769 -0.0448 -0.01 0.04 -0.04 -0.09
C -0.6750 -4.8366 -0.5687 0.01 -0.08 0.01 0.00
C -0.7664 -3.7202 0.2585 0.17 0.06 -0.30 -0.27
N -1.2748 1.7296 2.7655 0.10 0.02 -0.08 0.04
N -1.3141 1.9261 1.4185 -0.18 0.15 0.08 0.05
C -2.1714 2.9325 1.2112 0.02 -0.04 -0.27 -0.23
C -2.6891 3.3784 2.4301 -0.06 0.04 0.11 0.03
C -2.0941 2.5966 3.3909 0.04 -0.08 0.06 -0.26
C -2.2784 2.6736 4.8704 -0.03 0.06 -0.02 -0.02
C -2.4912 3.5463 -0.1005 0.03 0.00 0.20 -0.16
C -2.9830 4.8550 -0.1103 0.00 0.04 -0.03 -0.04
C -3.3006 5.4928 -1.2982 0.01 -0.01 0.02 -0.09
C -3.1266 4.8356 -2.5093 0.00 -0.02 -0.01 -0.10
C -2.6316 3.5412 -2.5109 0.00 0.04 0.02 -0.07
C -2.3205 2.9032 -1.3183 0.09 0.01 -0.14 -0.05
C 3.8057 0.4757 0.5123 -0.14 -0.02 0.15 -0.16
C 5.0258 -0.1160 0.8401 0.04 -0.06 0.02 -0.06
C 5.9513 -0.4385 -0.1415 -0.01 0.01 0.03 -0.09
C 5.6745 -0.1673 -1.4730 -0.03 0.03 -0.04 -0.10
C 4.4699 0.4357 -1.8084 0.07 -0.03 -0.01 -0.07
C 3.5487 0.7557 -0.8246 -0.07 0.01 0.03 -0.02
H 3.1109 2.1249 5.4184 -0.02 0.01 0.02 0.08
H 1.4435 2.6707 5.1882 0.00 0.00 -0.01 0.08
H 1.7590 1.0286 5.7342 0.01 -0.01 -0.01 0.08
H 4.3495 1.5060 3.1362 -0.01 0.00 0.01 0.11
H -0.2818 1.0648 4.6212 0.02 0.00 -0.01 0.10
H -1.6726 -3.6489 4.3249 -0.01 0.00 -0.01 0.11
H -2.0333 -1.8284 6.2330 0.00 0.02 0.01 0.08
H -1.0124 -0.3825 6.1483 0.00 0.00 0.00 0.07
H -2.6334 -0.3700 5.4499 -0.01 -0.01 -0.01 0.08
H -0.0184 -5.1948 3.1997 0.00 0.00 0.00 0.11
H 0.1512 -7.1777 1.7353 0.00 0.00 0.00 0.09
H -0.2844 -6.9366 -0.7004 0.00 0.01 0.00 0.10
H -0.8571 -4.6970 -1.6270 -0.01 -0.01 0.00 0.12
H -2.0794 -2.4650 -0.6401 -0.26 -0.13 0.44 0.05
H -3.4216 4.1485 2.5974 0.00 -0.01 0.00 0.11
H -3.0067 3.4546 5.0868 0.01 -0.01 0.03 0.08
H -2.6486 1.7392 5.2866 -0.01 -0.01 -0.01 0.06
H -1.3473 2.9164 5.3838 0.00 0.01 -0.01 0.08
H -3.1014 5.3882 0.8237 0.00 0.00 0.00 0.10
H -3.6791 6.5074 -1.2767 0.00 0.00 0.00 0.09
H -3.3733 5.3299 -3.4409 0.00 0.00 0.00 0.09
H -2.4865 3.0081 -3.4430 0.00 0.00 0.00 0.11
H -1.9292 1.9013 -1.3742 -0.14 -0.10 0.07 0.06
H 5.2346 -0.3549 1.8760 0.01 -0.01 -0.01 0.11
H 6.8849 -0.9133 0.1349 0.00 0.00 0.01 0.10
H 6.3912 -0.4253 -2.2431 0.00 0.00 0.00 0.09
H 4.2385 0.6574 -2.8436 -0.01 0.00 0.01 0.10
H 2.6159 1.2182 -1.0891 0.01 0.00 -0.03 0.07
C 0.9616 3.5838 -0.0541 -0.03 0.05 -0.06 -0.01
C 0.9154 2.7711 -1.3071 -0.01 -0.01 0.09 -0.35
C 1.3665 3.1597 -2.5715 -0.01 0.04 -0.01 0.01
C 1.1841 2.0561 -3.3823 0.02 -0.04 -0.05 -0.28
C 1.5037 1.9034 -4.8331 0.00 0.02 0.01 -0.02
N 0.6554 1.0763 -2.6318 -0.08 -0.05 0.04 0.04
N 0.4800 1.5102 -1.3500 -0.01 0.04 -0.14 0.00
B 0.3655 -0.3972 -3.0702 0.40 0.18 0.12 -0.52
N -1.1075 -0.7005 -2.9115 -0.19 -0.26 0.34 0.04
N -1.8454 -0.3121 -1.7896 0.19 0.07 -0.51 -0.03
C -3.1275 -0.6911 -1.9891 0.48 2.04 -1.65 -0.38
C -4.2315 0.2309 -1.5554 -0.26 -0.46 0.62 -0.03
C -3.2005 -1.2902 -3.2733 -0.27 -0.44 0.07 0.00
C -1.9375 -1.2875 -3.7899 0.08 -0.18 -0.23 -0.28
C -1.4927 -1.8100 -5.1182 -0.03 -0.01 0.04 -0.02
N 1.3126 -1.3361 -2.2581 -0.11 0.15 -0.09 0.04
N 1.3646 -1.3260 -0.9001 -0.14 -0.16 -0.07 0.04
C 2.2121 -2.2866 -0.5388 -0.06 0.08 0.08 -0.33
C 2.5182 -2.6076 0.8871 0.00 -0.03 -0.05 -0.01
C 2.7315 -2.9145 -1.6768 0.04 -0.02 -0.03 0.01
C 2.1350 -2.2828 -2.7481 0.03 0.01 0.05 -0.28
C 2.3370 -2.5439 -4.2048 0.01 -0.01 0.01 -0.02
H 1.7608 4.3219 -0.1354 0.00 -0.01 0.00 0.08
H 1.1468 2.9572 0.8148 -0.01 -0.02 0.02 0.05
H 0.0231 4.1164 0.1066 0.04 0.00 -0.01 0.07
H 1.7774 4.1145 -2.8561 0.00 0.00 0.01 0.11
H 1.8934 2.8480 -5.2112 0.00 -0.01 -0.02 0.08
H 0.6195 1.6335 -5.4115 -0.01 0.01 0.01 0.08
H 2.2508 1.1264 -5.0019 0.01 0.01 0.01 0.07
H 0.6755 -0.5127 -4.2222 -0.06 0.03 0.03 0.11
H -4.0766 0.6336 -0.5581 0.01 -0.04 0.01 0.06
H -5.1852 -0.2942 -1.5565 -0.01 0.01 0.03 0.09
H -4.2587 1.0496 -2.2780 -0.02 -0.02 -0.01 0.08
H -4.0968 -1.6692 -3.7371 0.03 0.02 -0.04 0.11
H -2.3633 -2.1651 -5.6682 0.01 0.00 -0.01 0.08
H -0.7981 -2.6444 -5.0064 -0.01 0.00 0.00 0.07
H -0.9934 -1.0426 -5.7106 0.00 0.01 0.00 0.07
H 1.9184 -2.0057 1.5649 0.01 0.02 -0.01 0.05
H 3.5730 -2.4254 1.0982 0.02 -0.01 0.00 0.07
H 2.3062 -3.6605 1.0853 0.01 0.01 0.00 0.08
H 3.4503 -3.7170 -1.7127 -0.01 0.00 0.01 0.11
H 3.0512 -3.3589 -4.3189 0.00 0.01 -0.02 0.08
H 2.7290 -1.6663 -4.7215 0.01 0.00 0.01 0.07
H 1.4097 -2.8254 -4.7036 0.00 -0.01 0.01 0.06
O -5.0214 -1.3145 1.0637 -0.08 0.15 -0.19 -0.49
S -3.6529 -1.8171 0.8757 0.33 -0.10 0.75 0.67
O -2.6698 -0.5817 0.9911 0.02 0.12 -0.36 -0.61
O -1.0455 -2.5187 -0.2917 -0.27 0.09 -0.35 -0.15
O -3.4777 -2.2199 -0.6395 0.22 -0.57 0.38 -0.48
```
Positions in Å, forces in eV/Å.